(1)
This record from OMol25 describes a molecular structure, C11H14BF3MoN6. The level of theory is ωB97M-V/def2-TZVPD.

Structure (XYZ):
```
36
Properties=species:S:1:pos:R:3:forces:R:3:lowdin_spin:R:1
Mo -0.10313 -0.03629 1.27046 6.1 2.7 -4.9 1.835
F 2.37615 -0.90084 3.20774 -1.3 0.9 -0.7 0.001
F 1.15816 0.68053 4.13656 -0.2 -0.7 -1.4 -0.003
F 2.43170 1.15809 2.43618 -0.9 -0.9 0.0 0.008
N -1.69422 -0.23612 -0.21519 -1.4 -0.7 0.1 0.030
N 0.99135 -0.80148 -1.47379 -0.6 0.5 0.6 0.008
N -1.47144 -0.06331 -1.56459 0.0 0.0 0.9 0.004
N 0.33151 1.66427 0.20066 -0.5 -1.1 -0.5 -0.020
N 0.36087 1.64733 -1.18944 -0.2 0.1 0.4 0.007
N 1.08982 -1.07922 -0.09638 -0.7 0.4 -1.2 0.001
C 1.84980 -1.58365 -2.15331 -0.4 0.3 0.5 0.015
C 1.56361 0.18189 2.90839 1.2 0.5 0.9 -0.015
C 0.62933 2.92094 0.60517 0.2 0.5 -0.6 0.005
C 2.51957 -2.41583 -1.23838 -1.1 0.9 0.6 0.004
C 0.88551 3.70531 -0.50985 -0.2 -0.1 0.7 -0.013
C 0.70251 2.87454 -1.61990 -0.3 -1.1 0.3 -0.021
C -0.98678 -1.50249 2.55580 -5.3 2.5 3.3 0.044
C 1.99871 -2.07256 0.01135 0.5 -0.5 -0.3 0.009
C -3.62915 -0.56448 -1.31803 0.1 0.0 0.0 0.010
C -2.62360 -0.25010 -2.24446 0.4 -0.1 1.8 0.037
C -3.03148 -0.56958 -0.07364 1.6 0.5 -0.8 0.020
B -0.01709 0.32927 -1.95470 0.2 -0.2 -0.8 0.001
H -2.67686 -0.15980 -3.30112 0.1 0.1 -0.6 0.002
H 0.06069 0.46957 -3.15007 0.1 0.0 0.4 0.000
H -0.98441 -1.35479 3.64773 -0.3 -1.0 0.0 0.004
H 2.19516 -2.49918 0.97993 0.3 0.0 0.1 0.000
H 0.60759 3.13154 1.66073 0.2 0.3 0.0 0.001
H -3.41852 -0.80778 0.90193 -0.3 0.1 0.0 0.001
H -1.95780 -1.79214 2.14820 0.0 -0.6 0.6 0.010
H -0.27052 -2.26888 2.33327 1.8 0.4 -1.0 0.004
H 1.15363 4.74380 -0.52544 0.1 0.1 0.0 0.000
H -4.66302 -0.77120 -1.52262 -0.1 0.0 -0.1 0.000
H 1.93705 -1.51487 -3.25488 -0.1 0.0 1.0 0.001
H 0.77787 3.05590 -2.69274 0.1 0.1 0.4 0.000
H -1.34111 -0.16288 2.56534 0.3 -3.3 0.4 0.008
H 3.24851 -3.15551 -1.47090 0.3 -0.3 0.0 0.000
```
Forces are in eV/Å.

Multiplicity: 3
LUMO energy (spin up / spin down) in eV: -10.7 / -10.4
Kohn-Sham gap (spin up / spin down) in eV: 5.840 / 6.130
Energy above the lowest of the compared OMol25 structures with the same formula, charge and spin in kJ/mol: 249.0
Expectation value of S²: 2.037
Total charge: +2


(2)
This record from OMol25 describes 4 unconnected molecules or ions with the total composition C25H48N4O3. The level of theory is ωB97M-V/def2-TZVPD.

Structure (XYZ):
```
80
Properties=species:S:1:pos:R:3:forces:R:3:lowdin_charge:R:1
O -3.88143 -0.21560 3.04824 -0.2 0.1 0.0 0.093
O -0.53470 -4.87244 2.39731 0.0 0.0 0.0 -0.077
O -3.65702 -2.16167 1.98161 0.1 -0.1 0.0 -0.003
N -3.74943 1.38039 -2.42879 0.0 0.1 -0.1 0.150
N 3.56755 -0.77260 -1.62166 0.0 0.0 0.0 0.177
N -2.35686 -0.34104 1.37784 -0.3 -0.1 -0.2 0.094
N 4.03346 3.96725 -4.30790 0.0 0.0 0.0 0.155
C -5.93499 2.76797 -0.11024 0.1 0.0 0.1 -0.254
C 0.86432 -0.84101 2.10883 0.0 -0.3 0.1 -0.210
C -2.56981 -3.10901 1.98766 -0.1 0.0 0.1 -0.189
C -2.20059 -0.71557 -0.03348 0.2 0.2 0.0 -0.170
C 1.46038 -0.32011 -4.34896 0.0 -0.1 0.0 -0.250
C -4.74185 2.86604 0.83301 0.0 0.0 0.0 -0.103
C -4.71598 1.43612 -1.81137 0.0 -0.1 0.1 -0.239
C 4.47613 -2.35278 2.42716 0.2 0.2 -0.1 -0.108
C 3.13035 -0.21144 -2.52272 0.1 0.1 0.0 -0.204
C -1.70838 -5.17581 3.16121 0.0 0.1 -0.1 -0.235
C 2.03606 4.18135 -2.63642 0.0 0.1 0.0 -0.204
C 1.94799 -1.66276 -4.87777 0.0 0.0 0.0 -0.105
C 0.13916 -1.86612 -0.16016 0.2 0.1 -0.1 -0.182
C -0.75455 -0.66307 -0.52564 0.0 -0.2 -0.1 -0.171
C -3.33805 -0.85924 2.18524 0.2 0.1 0.1 -0.582
C 1.84981 5.63140 -2.17491 0.0 0.1 0.1 -0.260
C 2.57356 0.49368 -3.67773 -0.1 -0.1 0.0 -0.180
C 3.07036 6.17900 -1.44655 0.0 0.0 0.0 -0.108
C 4.29328 -0.87636 2.05341 0.0 0.1 0.1 -0.258
C 1.92375 -0.81862 3.21768 -0.2 0.2 -0.1 -0.214
C 1.26388 -1.60767 0.84850 -0.1 0.1 0.3 -0.199
C 3.15391 4.04983 -3.57498 0.0 0.0 0.0 -0.252
C 3.23968 -0.11064 2.87661 0.0 -0.1 0.0 -0.212
C -5.90539 1.49269 -0.95972 0.0 0.1 0.0 -0.183
C -2.66791 -3.97734 3.22808 0.2 -0.1 0.1 -0.136
H 2.23444 3.53377 -1.77903 0.0 0.0 0.0 0.119
H 2.88987 7.19882 -1.10795 0.0 0.0 0.0 0.073
H -3.69434 -4.32993 3.33776 0.0 0.0 0.0 0.120
H 1.05280 0.27568 -5.16735 0.0 0.0 0.0 0.111
H -4.80819 3.76400 1.44653 0.0 0.0 0.0 0.075
H 5.25002 -0.37154 2.20974 0.0 0.1 -0.1 0.097
H 2.75447 -1.53008 -5.60135 0.0 0.0 0.0 0.078
H -2.78043 -0.01466 -0.63520 -0.1 -0.1 0.0 0.076
H 0.97862 5.66602 -1.51869 0.0 0.0 0.0 0.108
H -0.29721 0.27323 -0.19467 0.0 0.0 0.0 0.108
H -6.86140 2.76681 0.46584 0.0 0.0 0.0 0.109
H -3.80366 2.91326 0.27637 0.0 0.0 0.0 0.069
H -0.03136 -1.30591 2.53302 0.0 0.1 0.0 0.093
H -5.89366 0.61271 -0.31228 0.0 0.0 0.0 0.122
H -1.37140 -5.43677 4.16455 -0.1 -0.1 0.0 0.112
H 3.83856 -2.99868 1.82473 -0.1 0.0 0.1 0.059
H 1.47638 -0.27100 4.05368 0.0 -0.1 0.0 0.106
H -2.29854 0.65539 1.53495 0.2 0.0 0.1 0.140
H 4.07490 -0.78774 0.99001 0.1 -0.1 0.0 0.058
H 0.62438 -2.20269 -1.08160 0.0 -0.1 0.0 0.098
H 2.07875 -1.08821 0.34452 0.0 0.0 0.0 0.066
H 3.94540 6.19398 -2.09750 0.0 0.0 0.0 0.072
H 4.27622 -2.53650 3.48325 0.0 0.0 0.0 0.069
H -4.69920 2.00433 1.50369 0.0 0.0 0.0 0.065
H -2.61327 -1.70797 -0.19919 0.0 0.0 0.1 0.119
H 0.59221 0.19252 1.87281 0.0 0.0 -0.1 0.103
H -6.78615 1.42076 -1.59884 0.0 0.0 0.0 0.118
H 0.64978 -0.47506 -3.63354 0.0 0.0 0.0 0.095
H 1.13333 3.81469 -3.12833 0.0 0.0 0.0 0.117
H -0.82283 -0.59849 -1.61525 0.0 0.1 0.0 0.094
H 1.62162 6.25477 -3.04122 0.0 0.0 0.0 0.112
H 3.70998 0.19584 3.81594 0.0 -0.1 0.0 0.102
H -0.49427 -5.45211 1.63323 0.0 0.0 0.0 0.086
H 1.13783 -2.19838 -5.37216 0.0 0.0 0.0 0.073
H 2.32066 -2.29400 -4.06951 0.0 0.0 0.0 0.070
H 2.09255 -1.83536 3.58054 0.1 0.0 0.0 0.102
H 2.97902 0.81883 2.35819 0.1 0.0 0.0 0.107
H 2.18872 1.45197 -3.33012 0.0 0.0 0.0 0.085
H 5.50627 -2.65987 2.23754 0.0 0.0 0.0 0.066
H -2.44280 -3.37259 4.10840 0.0 0.1 0.0 0.122
H -5.96797 3.63877 -0.76770 0.0 0.0 0.0 0.111
H -2.22210 -6.04070 2.73620 0.0 0.0 0.0 0.116
H 3.38287 0.70164 -4.37953 0.0 0.0 0.0 0.124
H 3.31053 5.57197 -0.57159 0.0 0.0 0.0 0.078
H -0.47496 -2.70597 0.17327 -0.1 0.1 0.0 0.088
H -2.64662 -3.70832 1.07895 0.0 0.0 0.0 0.130
H 1.65084 -2.57769 1.17381 0.1 0.0 -0.1 0.108
H -1.62124 -2.57973 1.97927 0.0 -0.1 -0.1 0.089
```
Forces are in eV/Å.

LUMO energy in eV: 0.3
Kohn-Sham gap in eV: 9.913
Energy above the lowest of the compared OMol25 structures with the same formula, charge and spin in kJ/mol: 0.0
Total charge: 0


(3)
This record from OMol25 describes a gas-phase ion, C4H12N2O (charge +1). The level of theory is ωB97M-V/def2-TZVPD.

Structure (XYZ):
```
19
Properties=species:S:1:pos:R:3:forces:R:3:lowdin_spin:R:1
O -1.05503 0.85556 -2.54999 -0.1 -0.6 0.1 0.027
N 0.76051 0.16196 -1.22229 -0.2 -1.0 0.7 0.350
N 1.08741 0.37091 1.75581 0.5 -1.3 -1.1 0.206
C 0.00998 -0.63365 -0.32370 1.1 0.4 -1.9 0.146
C -0.14396 -0.00060 1.18720 -0.2 0.8 1.0 0.125
C -0.90701 -1.01322 2.02711 0.1 0.3 -0.7 0.017
C 0.14388 1.24290 -1.92019 -1.4 0.9 -0.6 0.026
H 1.57854 -0.25663 -1.63615 0.4 0.2 0.2 0.011
H -1.42853 -0.48482 2.81209 0.1 0.0 0.4 0.006
H -0.22905 -1.76552 2.41656 0.0 -0.1 0.2 0.001
H -0.87321 0.13713 -3.17448 -0.1 0.3 -0.1 0.000
H 0.78801 1.69890 -2.65656 0.7 -0.1 0.1 0.000
H -0.20071 2.02685 -1.23741 0.4 -0.1 0.2 0.011
H 1.62434 0.97253 1.14468 0.0 0.5 0.3 0.016
H -0.69999 0.92437 1.03764 -0.3 -0.1 -0.3 0.009
H 1.68675 -0.43697 1.94831 -0.2 0.3 0.5 0.010
H -0.96995 -0.69535 -0.80909 -0.5 0.0 0.9 0.032
H -1.65277 -1.49938 1.41466 -0.2 -0.2 -0.1 0.001
H 0.48078 -1.60499 -0.21419 0.0 -0.1 0.1 0.004
```
Forces are in eV/Å.

Multiplicity: 2
LUMO energy (spin up / spin down) in eV: -3.1 / -8.0
Kohn-Sham gap (spin up / spin down) in eV: 11.721 / 6.313
Energy above the lowest of the compared OMol25 structures with the same formula, charge and spin in kJ/mol: 81.4
Expectation value of S²: 0.756
Total charge: +1


(4)
This record from OMol25 describes a molecular structure, C11H16Br12F3NO3. The level of theory is ωB97M-V/def2-TZVPD.

Structure (XYZ):
```
46
Properties=species:S:1:pos:R:3:forces:R:3:lowdin_charge:R:1
Br 0.21618 -3.82574 9.50181 0.7 -0.4 -1.2 0.509
Br 1.61147 -3.63289 6.42168 -0.5 -0.8 1.4 0.494
Br -4.51480 -2.51379 7.17199 -1.1 -1.4 -0.8 0.488
Br -1.82443 -3.64595 1.89624 1.0 0.9 -0.4 0.476
Br 2.51966 -5.98106 8.55854 -1.2 0.9 -0.5 0.503
Br -1.47384 -0.84442 0.32204 0.5 -0.5 0.4 0.535
Br -4.95464 -5.68294 7.66148 -0.1 0.7 -0.8 0.499
Br -6.00652 -6.45025 -2.65643 -0.2 1.1 0.8 0.502
Br -6.56376 -3.25851 -2.82961 0.4 -0.5 0.4 0.521
Br -7.46376 -4.12397 6.51168 0.6 0.5 0.2 0.535
Br -8.11964 -4.90915 -0.67039 0.8 -0.2 -0.1 0.525
Br 1.14553 -2.77093 0.63248 -1.0 0.2 0.4 0.541
F 6.17229 2.99799 -3.35653 0.3 0.4 0.2 0.156
F 5.30481 3.85714 -1.55494 1.7 -1.2 -0.2 0.136
F 7.47581 3.19512 -1.61102 -1.3 0.1 -0.1 0.171
O 5.58969 1.26403 -0.40279 0.6 1.3 -3.2 0.119
O 5.72264 0.57483 -2.55623 1.3 4.1 -0.1 0.035
O -3.36833 7.02640 -5.09388 1.7 -1.0 1.6 -0.017
N -2.24553 5.33152 -4.06518 0.1 0.5 0.9 0.003
C -2.67249 6.62347 -4.13051 -2.2 1.4 -0.8 -0.492
C 6.21685 2.92952 -2.01790 -0.7 0.7 -1.0 -0.493
C -5.50230 -4.16410 6.51363 -0.2 -0.1 0.9 -1.490
C 1.01974 -4.79753 7.95241 0.4 0.3 0.3 -1.470
C -6.40620 -4.78728 -1.61302 -0.7 -0.3 -0.8 -1.524
C 6.32561 -1.74196 -2.86615 -0.2 0.5 -0.3 -0.062
C -0.53880 -2.15613 1.43376 -0.6 -0.5 0.0 -1.524
C -1.36155 4.77525 -3.03279 0.0 0.1 -0.7 -0.074
C 5.42987 -0.69870 -2.17390 0.6 -3.5 -0.4 -0.257
C -2.54384 7.61088 -2.91146 0.0 -0.5 -1.2 -0.007
C 5.80156 1.52894 -1.60039 -0.9 -2.9 4.1 -0.303
H 4.45629 -0.91594 -2.61328 -0.5 0.0 1.0 0.136
H -0.34470 4.87420 -3.41270 0.3 -0.2 0.4 0.080
H 0.19714 -5.41062 7.58425 0.5 0.0 0.0 -0.036
H 7.37729 -1.71644 -2.58079 -0.1 0.2 0.2 0.079
H -0.30998 -1.70639 2.39993 0.0 0.0 -0.4 -0.031
H 6.25950 -1.63366 -3.94873 0.0 -0.3 0.0 0.077
H -1.58050 3.72097 -2.86357 -0.1 0.0 -0.2 0.078
H -1.61104 7.57392 -2.34880 -0.2 -0.2 0.1 0.062
H -5.32935 -4.38261 5.45986 0.8 0.2 0.5 -0.033
H -1.45268 5.27109 -2.06638 -0.1 0.2 -0.3 0.076
H 5.88519 -2.67863 -2.52439 0.2 -0.3 -0.4 0.080
H -2.45340 4.77106 -4.87928 0.0 0.2 0.1 0.138
H -2.68549 8.61599 -3.30869 0.3 -0.1 -0.3 0.073
H -3.43726 7.49615 -2.29765 0.2 -0.5 0.3 0.080
H -5.59789 -4.64094 -0.89655 -0.3 0.0 -0.3 -0.023
H 5.63557 -0.96795 -1.13789 -1.0 0.9 0.3 0.128
```
Forces are in eV/Å.

LUMO energy in eV: -0.8
Kohn-Sham gap in eV: 8.717
Total charge: 0


no.,F_max (eV/A)
1,8.3
2,0.4
3,2.2
4,5.1